{"formula": "C30H26CaCl2N11O4S2", "method": "the ωB97M-V functional and the def2-TZVPD basis", "symbols": ["Ca", "Cl", "Cl", "S", "S", "O", "O", "O", "O", "N", "N", "N", "N", "N", "N", "N", "N", "N", "N", "N", "C", "C", "C", "C", "C", "C", "C", "C", "C", "C", "C", "C", "C", "C", "C", "C", "C", "C", "C", "C", "C", "C", "C", "C", "C", "C", "C", "C", "C", "C", "H", "H", "H", "H", "H", "H", "H", "H", "H", "H", "H", "H", "H", "H", "H", "H", "H", "H", "H", "H", "H", "H", "H", "H", "H", "H"], "xyz": [[0.2483, -0.8047, 0.6596], [1.9622, 0.2478, -1.0880], [-0.6432, 6.7034, 1.9218], [-1.4817, 2.2997, -1.8001], [-0.6267, -2.4102, 2.3759], [-1.5868, -1.8956, 1.3797], [-0.1653, -1.2374, 3.2106], [-1.1983, -3.4331, 3.2305], [0.5761, -2.8618, 1.6392], [3.2874, -1.4802, 1.3331], [-1.8551, -0.1776, 4.7476], [-2.4346, 1.3505, 3.0729], [-2.4758, 0.1006, -3.6142], [-0.4333, -1.9120, -1.4397], [1.9146, 0.2619, 2.0744], [2.6788, -1.7833, 0.2768], [-3.6476, 1.3006, 4.9817], [-1.0892, 0.9367, 1.1066], [0.5516, 3.1918, 0.5648], [-1.0310, 0.7270, -1.8476], [1.8250, 0.7692, 4.4019], [-0.9258, -1.4994, -2.6036], [-2.6024, 0.7851, 4.2388], [1.4514, 3.5153, -0.3456], [0.1551, -3.9921, -2.4276], [4.5082, -4.5261, -2.2704], [3.7851, -3.4646, -2.7996], [0.1898, 5.4854, 1.0137], [3.0908, -1.1032, 3.6556], [-0.0790, 4.1398, 1.2247], [4.0680, -3.7046, -0.0619], [1.1445, 5.8497, 0.0778], [3.2018, -2.5222, -1.9781], [2.6236, -0.3324, 4.6922], [0.0749, -3.1239, -1.3432], [-4.4766, 1.2539, -4.3151], [2.6973, -0.7841, 2.3433], [1.5094, 1.0200, 3.0783], [3.3429, -2.6220, -0.5891], [4.6362, -4.6462, -0.8952], [-3.8371, 3.4038, -2.7057], [-3.3115, 1.2170, -3.5623], [-0.3109, -3.5576, -3.6560], [1.7816, 4.8384, -0.6239], [-0.8768, -2.2979, -3.7504], [-4.9922, 3.4401, -3.4771], [-1.6701, 0.9921, 2.1071], [-1.4943, -0.1420, -2.6434], [-2.9839, 2.3205, -2.7677], [-5.3030, 2.3713, -4.2911], [1.9173, 2.6788, -0.8547], [4.9628, -5.2568, -2.9256], [1.4418, 1.4006, 5.1908], [2.8712, -0.5815, 5.7161], [3.6839, -3.3704, -3.8728], [3.7184, -1.9647, 3.8226], [-4.7380, 0.4070, -4.9350], [1.3760, 6.8929, -0.0853], [-6.1877, 2.3958, -4.9109], [-3.5807, 1.2230, 5.9843], [-1.1379, -0.6934, 4.0866], [-1.2281, -1.9289, -4.7042], [-0.2231, -4.1814, -4.5349], [2.6721, -1.6656, -2.3719], [-2.1638, -0.6754, 5.5658], [0.8951, 1.8654, 2.7917], [0.5984, -4.9686, -2.3099], [-2.8821, -0.7121, -4.0556], [0.4176, -3.4018, -0.3542], [-0.8241, 3.8155, 1.9393], [-4.0071, 2.1739, 4.6290], [5.1958, -5.4735, -0.4761], [4.1386, -3.7910, 1.0121], [2.5291, 5.0766, -1.3665], [-5.6402, 4.3013, -3.4324], [-3.5763, 4.2272, -2.0619]], "forces_ev_per_a": [[1.3, 1.4, -2.4], [0.4, 1.0, -1.1], [-0.2, 0.1, 0.1], [-0.6, 0.8, -0.3], [-1.4, -2.4, 2.4], [-0.5, -0.2, 0.0], [0.2, -0.1, -0.5], [0.1, 0.1, -0.1], [0.3, -0.3, 0.1], [1.5, -2.0, -2.3], [0.2, -0.4, -0.2], [-1.0, 0.6, 0.8], [0.3, -0.4, -0.2], [-0.3, 0.3, -0.1], [0.5, -0.5, 0.0], [-1.0, 1.0, 2.8], [0.1, -0.2, 0.1], [-0.4, 0.4, 0.2], [0.1, -0.3, 0.1], [-0.1, -1.1, 0.0], [0.1, 0.0, 0.0], [0.1, -0.6, -0.5], [-0.1, 0.1, 0.4], [0.4, 0.3, -0.2], [0.0, 0.1, -0.1], [-0.1, 0.0, 0.0], [0.2, -0.2, -0.1], [0.2, -0.2, -0.2], [-0.1, -0.1, -0.4], [-0.1, 0.4, 0.1], [-0.3, 0.4, 0.1], [0.0, -0.1, 0.0], [-0.1, 0.3, 0.4], [-0.2, 0.1, -0.1], [0.1, -0.6, -0.3], [0.1, 0.0, 0.0], [-0.6, 1.3, 1.6], [0.0, 0.4, 0.5], [1.3, -1.4, -1.0], [0.2, -0.1, -0.2], [0.0, -0.2, -0.1], [-0.3, 0.4, 0.0], [0.1, -0.1, 0.2], [-0.1, 0.1, 0.1], [0.0, 0.3, 0.3], [0.0, 0.1, 0.0], [0.1, 0.5, -0.8], [-0.2, 0.8, 0.1], [0.4, -0.3, 0.2], [0.0, -0.1, 0.0], [0.0, 0.0, 0.0], [0.0, 0.0, 0.0], [0.0, 0.1, 0.0], [0.0, 0.0, 0.0], [0.0, 0.0, 0.0], [0.1, 0.0, 0.0], [0.0, -0.1, -0.1], [0.0, 0.0, 0.0], [-0.1, 0.0, 0.0], [0.0, 0.0, -0.1], [-0.3, 0.3, 0.4], [0.0, 0.1, 0.0], [0.0, -0.1, 0.0], [-0.1, 0.0, 0.0], [-0.2, 0.1, 0.0], [-0.1, 0.0, 0.0], [0.0, -0.1, 0.0], [0.1, 0.1, 0.2], [0.1, -0.2, 0.0], [-0.1, 0.1, 0.1], [0.1, -0.1, 0.0], [0.0, 0.0, 0.0], [0.0, 0.0, 0.0], [0.0, 0.0, -0.1], [-0.1, 0.1, 0.0], [0.0, 0.2, 0.1]], "total_charge": -1, "relative_energy_kj_mol": 209.1, "e_tot_ha": -4456.7072}

---

{"formula": "C30H26EuN8O10S4", "method": "the ωB97M-V functional and the def2-TZVPD basis", "symbols": ["Eu", "S", "S", "S", "S", "O", "O", "O", "O", "O", "O", "O", "O", "O", "O", "N", "N", "N", "N", "N", "N", "N", "N", "C", "C", "C", "C", "C", "C", "C", "C", "C", "C", "C", "C", "C", "C", "C", "C", "C", "C", "C", "C", "C", "C", "C", "C", "C", "C", "C", "C", "C", "C", "H", "H", "H", "H", "H", "H", "H", "H", "H", "H", "H", "H", "H", "H", "H", "H", "H", "H", "H", "H", "H", "H", "H", "H", "H", "H"], "xyz": [[-0.4945, -1.3392, -1.2073], [-3.5270, 0.1764, -1.5315], [0.2045, -4.3709, 1.3222], [4.7000, 7.2280, 0.6319], [-2.7501, -1.2959, 0.9729], [4.9599, 8.1460, -0.4449], [-1.5976, -2.8514, -2.7012], [5.2072, 5.8908, 0.4211], [-5.1747, -0.9743, 0.1560], [0.5317, 0.8870, -2.4109], [0.3514, 2.5640, -3.8020], [1.6344, -2.4969, -1.4792], [4.8814, 7.8503, 1.9696], [-2.7757, -3.5106, -4.4582], [1.2939, -1.0733, 0.6619], [-1.2091, -0.5506, -3.8368], [2.0774, 8.0779, 0.4871], [-0.1609, -2.2569, 2.7847], [-0.8399, -4.2841, 3.7998], [-0.0728, 1.3104, 0.1672], [2.3861, -2.5766, -0.4377], [2.3109, -1.8665, 0.6580], [2.4202, 5.6808, 0.6268], [-1.8526, -4.2870, 6.0000], [1.1606, 1.6726, 0.3530], [-0.6723, 3.6250, 0.0277], [-2.1518, -1.3073, -4.3205], [1.6174, 3.0198, 0.4290], [-1.2452, -2.1563, 4.8277], [1.1216, 5.4439, 0.3537], [-3.0137, 0.5487, -5.4721], [3.3638, -6.1330, -0.8240], [-0.3268, -3.6008, 2.7301], [0.6581, 4.0078, 0.3056], [4.4707, -3.8548, 0.2280], [-1.2378, -3.5833, 4.8183], [2.8751, 6.9344, 0.6792], [5.1558, -5.0349, 0.3505], [-0.5306, -0.0246, 3.6371], [-0.9791, 2.3103, 0.0218], [3.2627, -3.7237, -0.4034], [-0.0099, 1.3815, -3.3818], [-0.6125, -1.5004, 3.7947], [4.6129, -6.2250, -0.1818], [-3.1366, -0.7567, -5.1433], [-3.9009, -0.6396, -0.1090], [-6.2461, -0.5058, -0.6927], [-1.0344, 0.7243, -4.2115], [-1.9242, 1.3403, -5.0624], [0.3080, 6.5005, 0.0124], [-2.2071, -2.6834, -3.7845], [2.6971, -4.9114, -0.9424], [0.8451, 7.8319, 0.0997], [-0.7163, 6.3633, -0.4004], [-2.0084, -5.3564, 5.7528], [-0.7818, 0.5442, 4.5367], [6.1921, -4.9459, 0.6308], [-2.8454, -3.8477, 6.2113], [2.8192, -7.0389, -1.1404], [1.1763, 2.8649, -3.3274], [0.4132, 0.3808, 3.3510], [2.6099, 3.4172, 0.7426], [5.1584, -7.1390, -0.0683], [1.8959, 0.8903, 0.5813], [0.2673, 8.7336, -0.2406], [-1.6220, -1.5291, 5.6347], [4.9665, -3.0156, 0.6555], [0.3206, -1.7880, 1.9685], [-1.7218, 2.4074, -5.3451], [-1.4340, 4.4063, -0.1016], [-7.0197, -1.3132, -0.6065], [-1.2175, 0.2951, 2.7930], [-6.0406, -0.3530, -1.7702], [-3.9842, -1.3509, -5.4608], [-1.9974, 2.0000, -0.0588], [1.7764, -4.8455, -1.4681], [-6.5681, 0.4521, -0.2516], [-1.2510, -4.1313, 6.9148], [-3.8119, 1.1224, -6.0222]], "forces_ev_per_a": [[-0.4, 0.6, 0.2], [0.3, 0.3, 0.0], [-0.5, 0.0, 0.5], [-0.6, 0.5, 2.5], [-0.5, 0.3, -0.1], [-0.2, 0.3, -0.7], [0.2, -0.3, 0.7], [0.3, 0.0, 0.3], [-0.2, 0.2, -0.5], [-0.5, -0.3, -0.7], [1.2, 2.0, -0.6], [-0.5, 0.4, 0.2], [0.2, -1.0, -1.3], [-1.3, -1.3, -1.3], [0.5, -0.6, -0.1], [1.3, 0.5, 0.5], [1.0, -1.7, 0.1], [0.4, 1.0, -0.4], [0.3, 0.1, -0.3], [-1.2, 0.4, 0.0], [1.4, 0.3, 1.2], [-0.5, -1.0, -1.4], [0.4, 0.8, 0.4], [-0.4, -0.3, 0.0], [2.6, 0.9, 1.0], [0.6, 1.9, 0.4], [-0.5, 1.2, -0.2], [-0.6, 0.2, 0.7], [0.8, 0.6, 0.0], [-0.1, 0.4, -0.1], [-0.8, 2.9, -1.2], [-0.1, -0.2, 0.5], [0.7, -1.3, -1.1], [0.4, 0.4, -0.7], [0.3, 1.3, 0.5], [-1.0, 1.1, 0.5], [-1.6, 0.7, -1.4], [-0.2, -1.4, -1.5], [-1.3, 1.0, -0.6], [0.0, -1.2, 0.1], [-1.4, -2.0, -0.3], [1.3, -0.7, 0.9], [-0.7, -0.2, 0.4], [-0.4, 1.6, 0.2], [-0.2, -0.8, -0.1], [0.5, -0.8, -0.4], [-0.6, -0.4, 0.4], [-1.2, -1.0, 0.5], [0.7, 0.7, -0.1], [-0.8, 1.4, -0.6], [0.8, -0.5, 0.8], [1.4, 0.4, 0.3], [-0.4, -0.7, -0.3], [0.9, 0.1, 0.5], [0.3, 0.6, 0.3], [-0.3, -0.4, 0.0], [0.1, -0.4, 0.6], [0.4, -0.1, -0.1], [0.5, 0.5, 0.0], [-1.3, -0.5, -0.3], [1.1, -0.3, -0.4], [-0.5, -1.0, -0.6], [0.0, -0.5, -0.1], [-0.5, 0.2, -0.5], [0.3, -1.0, 0.5], [-0.1, -0.5, 0.0], [0.0, 0.9, 0.2], [-0.3, -0.4, 0.6], [-0.7, -1.2, 0.2], [0.2, -0.6, 0.1], [0.5, 0.9, 0.1], [0.5, -0.5, 0.9], [0.5, -0.2, 0.8], [0.1, 0.0, 0.1], [-0.5, -0.3, -0.3], [-0.7, 0.0, -0.2], [-0.2, -0.4, -0.3], [-0.2, -0.3, -0.4], [0.8, -1.0, 0.4]], "multiplicity": 8, "total_charge": -2, "relative_energy_kj_mol": 115.6, "e_tot_ha": -4652.4904}